Below is a cluster of 3 separate species, C5H11NO in total, with properties calculated with wB97M-V/def2-TZVPD.

Geometry as XYZ:
```
18
Properties=species:S:1:pos:R:3:lowdin_charge:R:1
C -0.223 1.109 1.358 -0.072
N 0.137 1.374 0.158 -0.029
C -0.804 0.975 -0.847 -0.529
C -0.471 1.457 -2.236 -0.015
O -1.770 0.279 -0.615 0.068
H -1.250 0.844 1.599 0.088
H 0.469 1.317 2.172 0.093
H -0.509 0.618 -2.937 0.087
H 0.507 1.939 -2.277 0.075
H -1.241 2.172 -2.542 0.087
H 1.503 -0.551 -0.265 0.061
H 1.352 0.189 -0.325 0.086
C 0.765 -1.833 0.885 -0.129
C -0.056 -1.279 1.781 -0.131
H 1.816 -2.013 1.091 0.063
H 0.383 -2.220 -0.055 0.068
H -1.123 -1.263 1.594 0.062
H 0.294 -1.011 2.773 0.068
```

Results
**LUMO level**: 0.005 hartree
**Structure (SMILES)**: C=NC(C)=O.[H][H].C=C
**Molecular weight**: 101.15 g/mol
**Relative energy (zero: lowest compared OMol25 entry of this formula, charge and spin)**: 400.4 kJ/mol
**HOMO level**: -9.57 eV
**DFT total energy**: -8897.5477 eV

=====

Below is a structure of composition C10H11NOS2 at a distorted geometry, with properties calculated with wB97M-V/def2-TZVPD.

Geometry as XYZ:
```
25
Properties=species:S:1:pos:R:3:lowdin_charge:R:1
C 0.363 1.389 0.865 -0.119
C -0.321 1.409 2.048 -0.094
C -0.156 1.729 -0.367 -0.079
C -1.615 1.896 2.080 -0.078
C -1.478 2.124 -0.306 -0.217
C -2.239 2.084 0.859 -0.451
C -2.409 2.486 -1.333 -0.504
C 0.964 -2.995 -0.512 -0.155
C 1.243 -1.802 -2.705 -0.131
C 0.482 -1.935 -1.414 -0.819
N -3.666 2.666 -1.067 -0.272
O -1.923 2.875 -2.520 0.045
S -3.937 2.456 0.527 0.978
S -0.921 -1.176 -1.027 0.789
H 1.436 0.992 0.776 0.136
H 0.217 1.183 2.902 0.085
H 0.402 1.647 -1.214 0.083
H -2.090 2.106 3.128 0.149
H 0.251 -3.286 0.152 0.027
H 1.193 -3.862 -1.021 0.058
H 1.872 -2.798 0.083 0.106
H 2.181 -2.342 -2.861 0.071
H 1.360 -0.753 -3.055 0.074
H 0.497 -2.150 -3.572 0.129
H -2.684 3.207 -3.170 0.188
```

Results
**LUMO level**: -0.002 hartree
**Molecular weight**: 225.34 g/mol
**Relative energy (zero: lowest compared OMol25 entry of this formula, charge and spin)**: 36.4 kJ/mol
**HOMO level**: -7.97 eV
**DFT total energy**: -35754.7014 eV

=====

Below is an isolated molecule of C5H7N at a distorted geometry, with properties calculated with wB97M-V/def2-TZVPD.

Geometry as XYZ:
```
13
Properties=species:S:1:pos:R:3:lowdin_charge:R:1
C 1.167 -0.460 0.538 -0.063
C 0.702 0.889 -0.036 -0.269
C 0.351 -0.427 -0.703 -0.218
C -1.169 -0.304 -0.580 -0.195
N -1.412 0.296 0.728 -0.080
C -0.494 1.381 0.699 0.031
H 2.232 -0.640 0.416 0.108
H 0.790 -0.819 1.497 0.099
H 1.452 1.585 -0.388 0.117
H 0.794 -0.746 -1.639 0.134
H -1.861 -1.081 -0.892 0.111
H -1.151 -0.260 1.549 0.112
H -1.399 0.587 -1.188 0.113
```

Results
**LUMO level**: 0.008 hartree
**Molecular weight**: 81.12 g/mol
**Relative energy (zero: lowest compared OMol25 entry of this formula, charge and spin)**: 468.6 kJ/mol
**HOMO level**: -7.97 eV
**DFT total energy**: -6783.6562 eV

=====

Below is a cluster of 9 separate species, H18O9 in total at a distorted geometry, with properties calculated with wB97M-V/def2-TZVPD.

Geometry as XYZ:
```
27
Properties=species:S:1:pos:R:3:lowdin_charge:R:1
O -0.351 -0.263 -0.948 -0.043
H 0.333 -0.800 -1.328 0.017
H -0.038 -0.052 -0.058 0.033
O 4.574 -0.078 -1.428 -0.087
H 3.719 0.083 -1.764 0.015
H 4.588 0.171 -0.496 0.006
O -3.815 -2.244 0.256 -0.007
H -4.614 -1.839 0.241 -0.034
H -3.898 -3.180 0.411 0.033
O -0.170 -1.870 2.681 -0.099
H 0.866 -1.910 2.746 0.092
H -0.354 -2.331 1.865 0.010
O -2.730 1.514 0.363 -0.022
H -2.509 0.778 0.909 0.039
H -3.636 1.508 0.214 0.003
O 3.590 -1.844 -0.834 -0.107
H 4.471 -2.009 -0.347 0.105
H 3.284 -2.739 -0.839 0.018
O -3.951 0.088 -1.734 -0.044
H -3.211 0.535 -2.171 0.050
H -4.662 0.083 -2.351 0.020
O 3.877 1.494 1.014 -0.040
H 4.114 2.419 1.175 0.057
H 3.605 1.232 1.889 0.036
O -1.110 3.395 0.576 -0.079
H -0.338 3.899 0.328 0.020
H -1.036 2.622 0.001 0.008
```

Results
**LUMO level**: 0.002 hartree
**Structure (SMILES)**: O.O.O.O.O.O.O.O.O
**Molecular weight**: 162.13 g/mol
**Relative energy (zero: lowest compared OMol25 entry of this formula, charge and spin)**: 434.2 kJ/mol
**HOMO level**: -9.75 eV
**DFT total energy**: -18717.6351 eV

=====

Below is a cluster of 2 separate species, C2H3N3O2 in total at a distorted geometry, with properties calculated with wB97M-V/def2-TZVPD.

Geometry as XYZ:
```
10
Properties=species:S:1:pos:R:3:lowdin_charge:R:1
C 1.497 -0.200 0.965 -0.455
C -0.887 1.138 0.103 -0.202
N 1.737 -0.210 2.112 0.098
N -1.610 0.174 -0.447 0.216
N 1.208 0.083 -0.288 -0.090
O -0.542 2.192 0.457 0.231
O 0.836 -1.055 -1.077 -0.133
H -1.064 -0.620 -0.694 0.078
H -2.643 0.204 -0.425 0.162
H 1.468 -1.707 -0.705 0.096
```

Results
**LUMO level (spin up / spin down)**: -0.018 / -0.018 hartree
**Molecular weight**: 101.06 g/mol
**Relative energy (zero: lowest compared OMol25 entry of this formula, charge and spin)**: 487.0 kJ/mol
**HOMO level (spin up / spin down)**: -8.21 / -8.21 eV
**DFT total energy**: -10683.4094 eV